No. 1
109
Properties=species:S:1:pos:R:3 method="wB97M-V/def2-TZVPD" e_lumo_ev="-2.57 / -3.84" multiplicity=5 s2=6.113 charge=+1 gap_ev="5.69 / 6.45" homo_ha="-0.304 / -0.378"
Ir 14.392 15.995 12.237
Te 13.259 19.304 12.292
C 13.486 21.087 11.164
C 14.367 22.136 11.526
C 14.214 23.346 10.887
N 13.250 23.602 10.034
C 12.348 22.683 9.775
C 12.413 21.402 10.340
C 13.891 17.686 10.971
P 15.643 17.327 10.850
C 16.646 18.687 11.388
C 17.481 18.632 12.537
C 18.427 19.624 12.731
C 18.498 20.732 11.899
C 17.620 20.838 10.840
C 16.672 19.821 10.579
C 16.200 16.713 9.241
C 15.905 17.513 8.141
C 16.400 17.182 6.861
C 17.090 15.997 6.666
C 17.363 15.197 7.790
C 17.003 15.560 9.085
P 12.742 16.333 10.729
C 11.124 16.781 11.344
C 10.602 16.164 12.489
C 9.451 16.737 13.085
C 8.830 17.805 12.476
C 9.304 18.262 11.214
C 10.399 17.711 10.600
C 12.499 15.635 9.108
C 12.825 16.440 8.022
C 12.567 15.942 6.738
C 12.164 14.639 6.547
C 11.902 13.799 7.640
C 12.079 14.285 8.938
H 15.211 21.961 12.185
H 14.869 24.207 11.080
H 11.559 22.954 9.030
H 11.711 20.649 9.975
H 17.410 17.704 13.131
H 19.036 19.511 13.655
H 19.233 21.538 12.105
H 17.611 21.739 10.236
H 15.921 19.963 9.818
H 15.153 18.294 8.223
H 16.259 17.883 6.047
H 17.486 15.741 5.674
H 17.853 14.227 7.590
H 17.292 14.988 9.956
H 11.078 15.350 13.004
H 9.051 16.274 14.001
H 7.999 18.355 12.907
H 8.664 19.006 10.711
H 10.686 18.030 9.611
H 13.309 17.409 8.187
H 12.616 16.599 5.874
H 12.077 14.247 5.528
H 11.498 12.805 7.506
H 11.889 13.655 9.851
Br 22.363 11.177 11.976
C 21.112 10.544 13.224
C 20.333 9.430 12.881
C 19.295 9.083 13.709
C 18.870 10.018 14.682
C 19.781 10.995 15.172
C 20.830 11.334 14.329
N 17.480 10.096 14.930
N 17.074 11.209 15.513
C 15.945 11.874 15.145
C 15.352 12.710 16.217
C 14.701 13.885 15.984
C 14.616 14.295 14.592
O 14.170 15.487 14.227
C 15.006 13.403 13.546
N 14.833 13.885 12.271
C 14.945 13.007 11.280
C 15.205 11.662 11.524
C 15.575 11.196 12.753
C 15.531 12.117 13.798
H 20.638 8.867 11.973
H 18.786 8.138 13.515
H 19.476 11.545 16.033
H 21.412 12.215 14.485
H 15.563 12.327 17.231
H 14.228 14.499 16.774
H 14.809 13.379 10.235
H 15.221 11.062 10.626
H 15.926 10.177 12.930
N 19.965 16.454 11.685
C 19.505 15.362 12.320
N 20.187 14.207 12.238
S 18.000 15.468 13.127
H 20.981 16.500 11.498
H 19.499 17.341 11.959
H 21.010 14.094 11.683
H 19.693 13.348 12.552
C 8.815 11.070 12.091
C 10.192 10.588 12.450
C 10.876 11.862 12.947
O 10.432 12.998 12.103
C 9.041 12.594 11.674
H 8.175 11.007 12.954
H 8.357 10.567 11.209
H 10.691 10.185 11.544
H 10.188 9.852 13.248
H 11.968 11.835 12.947
H 10.535 12.102 13.962
H 9.021 12.734 10.597
H 8.340 13.254 12.212

***

No. 2
115
Properties=species:S:1:pos:R:3 method="wB97M-V/def2-TZVPD" e_lumo_ev=-1.54 multiplicity=1 gap_ev=6.53 homo_ha=-0.297
In -0.087 1.044 0.041
O -2.357 4.123 2.228
C -1.363 3.543 1.818
O -1.312 2.821 0.749
C -0.066 3.683 2.599
C 0.061 4.762 3.437
C 1.221 4.949 4.194
C 2.301 4.105 4.030
C 2.202 3.029 3.169
C 0.977 2.713 2.485
O 0.838 1.578 1.917
N 3.363 2.189 2.997
O 4.243 2.255 3.847
O 3.440 1.460 2.021
N 1.296 6.021 5.156
O 0.290 6.676 5.363
O 2.362 6.203 5.724
H -0.759 5.462 3.509
H 3.216 4.281 4.574
O -4.946 -5.042 -0.437
N -4.740 -4.100 -1.177
O -5.132 -4.034 -2.327
C -3.984 -2.981 -0.618
C -4.110 -2.781 0.715
C -3.448 -1.703 1.360
C -3.719 -1.322 2.688
C -3.055 -0.248 3.219
C -2.083 0.398 2.444
N -1.813 0.040 1.211
C -2.502 -0.956 0.642
C -2.333 -1.190 -0.767
N -1.455 -0.417 -1.422
C -1.424 -0.450 -2.739
C -2.244 -1.291 -3.487
C -3.092 -2.155 -2.839
C -3.153 -2.128 -1.433
H -4.743 -3.442 1.292
H -4.466 -1.859 3.258
H -3.257 0.107 4.219
H -1.534 1.248 2.829
H -0.732 0.225 -3.222
H -2.199 -1.262 -4.565
H -3.731 -2.824 -3.390
C 4.615 -4.094 2.985
C 3.683 -3.203 3.811
C 4.535 -2.208 4.611
C 2.887 -4.103 4.769
C 2.713 -2.425 2.939
C 1.620 -1.756 3.486
C 0.738 -1.091 2.659
N 0.839 -1.062 1.334
C 1.888 -1.679 0.795
C 2.846 -2.338 1.561
C 2.027 -1.636 -0.675
C 2.709 -2.645 -1.353
C 2.955 -2.545 -2.716
C 2.449 -1.410 -3.347
C 1.748 -0.473 -2.611
N 1.526 -0.576 -1.303
C 3.748 -3.593 -3.478
C 4.829 -2.894 -4.317
C 2.784 -4.352 -4.401
C 4.439 -4.592 -2.546
H 5.255 -4.665 3.657
H 5.266 -3.504 2.340
H 4.050 -4.803 2.377
H 5.239 -2.747 5.245
H 3.914 -1.574 5.243
H 5.101 -1.563 3.938
H 3.567 -4.754 5.318
H 2.190 -4.730 4.210
H 2.324 -3.518 5.494
H 1.451 -1.736 4.553
H -0.099 -0.563 3.090
H 3.709 -2.763 1.075
H 3.039 -3.515 -0.809
H 2.594 -1.240 -4.404
H 1.380 0.423 -3.089
H 4.392 -2.273 -5.098
H 5.463 -3.640 -4.795
H 5.455 -2.263 -3.684
H 2.353 -3.685 -5.148
H 1.974 -4.795 -3.820
H 3.315 -5.153 -4.916
H 5.082 -4.082 -1.828
H 5.062 -5.261 -3.138
H 3.717 -5.210 -2.010
Cl 0.668 2.811 -2.813
C 1.110 2.537 -1.127
H 0.959 3.474 -0.596
H 2.155 2.236 -1.107
O -3.764 1.327 -0.288
S -2.827 2.125 -1.112
C -3.314 3.850 -0.951
C -4.420 4.162 -0.188
C -4.733 5.493 0.035
C -3.931 6.492 -0.494
C -2.810 6.166 -1.245
C -2.494 4.837 -1.473
C -3.518 1.956 -2.789
C -2.790 2.403 -3.882
C -3.327 2.286 -5.156
C -4.574 1.702 -5.330
C -5.287 1.235 -4.234
C -4.755 1.361 -2.960
H -5.002 3.361 0.246
H -5.591 5.748 0.642
H -4.174 7.529 -0.304
H -2.168 6.945 -1.635
H -1.606 4.568 -2.032
H -1.818 2.855 -3.738
H -2.777 2.662 -6.009
H -4.999 1.620 -6.322
H -6.264 0.791 -4.372
H -5.291 1.020 -2.083

***

No. 3
108
Properties=species:S:1:pos:R:3 method="wB97M-V/def2-TZVPD" e_lumo_ev="-0.62 / -0.64" multiplicity=2 s2=0.773 gap_ev="4.65 / 7.07" homo_ha="-0.194 / -0.283"
Ti -0.266 -0.864 -0.358
C 1.795 -3.102 -3.360
C 1.543 -4.454 -3.028
C 0.916 -4.751 -1.860
C 0.526 -3.722 -0.953
N 0.715 -2.413 -1.332
C 1.358 -2.142 -2.504
N 0.003 -4.111 0.212
C -0.107 -3.289 1.250
N 0.233 -1.949 1.260
C 0.228 -1.472 2.547
N 0.631 -0.264 2.916
C 1.207 0.569 2.033
C 1.989 1.624 2.581
C 2.753 2.418 1.780
C 2.724 2.222 0.387
C 1.869 1.280 -0.106
N 1.101 0.471 0.667
C -0.232 -2.528 3.407
C -0.449 -2.585 4.788
C -0.883 -3.776 5.325
C -1.088 -4.913 4.515
C -0.866 -4.871 3.157
C -0.446 -3.661 2.597
H 2.297 -2.822 -4.274
H 1.854 -5.247 -3.696
H 0.713 -5.765 -1.552
H 1.482 -1.091 -2.734
H 1.988 1.715 3.657
H 3.379 3.188 2.213
H 3.313 2.823 -0.290
H 1.737 1.162 -1.174
H -0.275 -1.713 5.405
H -1.066 -3.849 6.390
H -1.423 -5.833 4.977
H -1.012 -5.741 2.530
N -5.469 3.319 2.552
C -6.580 3.560 3.330
C -7.423 4.661 3.455
C -8.460 4.543 4.357
C -8.656 3.372 5.109
C -7.818 2.285 4.977
C -6.762 2.383 4.070
N -5.791 1.457 3.739
C -5.049 2.046 2.844
C -3.893 1.421 2.192
C -3.071 2.118 1.313
C -2.025 1.460 0.701
N -1.775 0.164 0.905
C -2.557 -0.507 1.759
C -3.608 0.080 2.429
H -5.063 3.946 1.881
H -7.275 5.565 2.879
H -9.141 5.374 4.491
H -9.484 3.328 5.803
H -7.963 1.380 5.551
H -3.223 3.160 1.073
H -1.378 1.970 0.000
H -2.332 -1.558 1.901
H -4.219 -0.493 3.111
C -2.296 -0.074 -3.354
C -1.468 -0.292 -2.128
O -1.849 -1.315 -1.345
N -0.441 0.428 -1.769
Te 0.261 2.739 -4.028
C 0.219 4.134 -5.635
C 0.290 5.510 -5.403
C 0.449 6.092 -4.025
C 0.200 6.383 -6.487
C 0.063 5.928 -7.788
C -0.031 6.882 -8.946
C 0.023 4.554 -7.998
C 0.095 3.648 -6.948
C 0.042 2.176 -7.263
C -1.334 3.619 -2.932
C -1.118 4.161 -1.660
C 0.221 4.245 -0.980
C -2.204 4.682 -0.956
C -3.492 4.657 -1.458
C -4.653 5.169 -0.650
C -3.682 4.140 -2.735
C -2.627 3.638 -3.488
C -2.910 3.174 -4.891
H -2.962 -0.918 -3.516
H -1.644 0.083 -4.212
H -2.880 0.838 -3.213
H 1.165 5.517 -3.436
H -0.497 6.086 -3.478
H 0.797 7.123 -4.087
H 0.249 7.450 -6.301
H 0.041 7.917 -8.612
H -0.979 6.764 -9.474
H 0.768 6.703 -9.667
H -0.069 4.175 -9.011
H -0.044 2.019 -8.338
H -0.809 1.697 -6.774
H 0.938 1.656 -6.920
H 1.044 4.014 -1.650
H 0.282 3.550 -0.141
H 0.371 5.249 -0.576
H -2.019 5.121 0.021
H -4.306 5.649 0.269
H -5.336 4.357 -0.386
H -5.231 5.908 -1.205
H -4.679 4.136 -3.164
H -3.983 3.110 -5.065
H -2.463 2.199 -5.087
H -2.486 3.868 -5.621

***

No. 4
113
Properties=species:S:1:pos:R:3 method="wB97M-V/def2-TZVPD" e_lumo_ev="0.12 / -1.16" multiplicity=2 s2=0.754 gap_ev="7.34 / 6.85" homo_ha="-0.265 / -0.294"
Rb -1.166 0.704 0.083
O -3.882 4.692 -0.601
C -3.217 3.531 -0.744
O -2.054 3.413 -0.443
C -4.084 2.435 -1.285
C -5.381 2.636 -1.720
C -6.085 1.523 -2.172
C -5.493 0.276 -2.138
C -4.195 0.170 -1.640
N -3.516 1.236 -1.254
C -3.542 -1.205 -1.449
O -3.682 -2.021 -2.352
O -2.908 -1.363 -0.339
H -3.247 5.330 -0.243
H -5.828 3.620 -1.704
H -7.102 1.632 -2.526
H -6.014 -0.616 -2.459
C 1.936 -0.032 -1.302
C 1.596 -0.319 -2.764
As -0.336 -0.688 -2.992
C -0.353 -1.681 -4.654
C 0.512 -1.397 -5.709
C 0.468 -2.154 -6.869
C -0.450 -3.193 -6.984
C -1.324 -3.468 -5.943
C -1.276 -2.715 -4.774
C -1.000 1.035 -3.638
C -0.462 2.251 -3.230
C -1.060 3.450 -3.603
C -2.210 3.439 -4.377
C -2.762 2.226 -4.777
C -2.164 1.031 -4.407
As 1.534 -1.495 0.006
C 3.222 -1.638 0.972
C 3.120 -2.303 2.196
C 4.229 -2.455 3.016
C 5.457 -1.933 2.628
C 5.569 -1.272 1.412
C 4.458 -1.130 0.588
C 1.640 -3.063 -1.141
C 0.435 -3.679 -1.476
C 0.426 -4.801 -2.296
C 1.620 -5.317 -2.779
C 2.825 -4.716 -2.439
C 2.836 -3.594 -1.620
H 1.382 0.843 -0.945
H 2.984 0.241 -1.194
H 2.111 -1.212 -3.114
H 1.900 0.515 -3.400
H 1.219 -0.579 -5.625
H 1.144 -1.934 -7.686
H -0.486 -3.784 -7.892
H -2.048 -4.268 -6.037
H -1.971 -2.911 -3.965
H 0.425 2.281 -2.606
H -0.629 4.387 -3.273
H -2.680 4.370 -4.669
H -3.666 2.214 -5.374
H -2.612 0.090 -4.708
H 2.161 -2.698 2.521
H 4.129 -2.976 3.960
H 6.324 -2.047 3.266
H 6.523 -0.869 1.098
H 4.573 -0.613 -0.358
H -0.505 -3.277 -1.113
H -0.517 -5.266 -2.558
H 1.614 -6.191 -3.420
H 3.758 -5.122 -2.811
H 3.779 -3.135 -1.349
Cl -6.000 -0.698 1.111
Ge -3.941 -0.969 1.870
Cl -3.341 1.183 2.187
Cl -4.325 -1.717 3.925
C 2.367 3.760 5.562
N 2.533 3.255 4.202
N 1.339 2.929 3.546
C 1.542 1.822 2.729
O 0.713 1.417 1.914
C 2.873 1.361 3.038
C 3.406 2.219 3.936
C 4.716 2.156 4.637
C 0.386 3.946 3.262
C 0.794 5.241 2.963
C -0.163 6.205 2.683
C -1.511 5.871 2.679
C -1.906 4.571 2.962
C -0.958 3.607 3.269
H 1.541 4.465 5.567
H 3.269 4.292 5.857
H 2.158 2.958 6.276
H 3.356 0.499 2.600
H 5.299 1.322 4.253
H 4.579 2.012 5.711
H 5.282 3.077 4.490
H 1.851 5.478 2.954
H 0.148 7.219 2.460
H -2.256 6.630 2.466
H -2.956 4.302 2.958
H -1.254 2.595 3.505
N -1.330 -1.323 2.358
C -0.800 -2.494 2.928
C -0.246 -2.479 4.205
C 0.286 -3.641 4.744
C 0.275 -4.825 4.019
C -0.287 -4.838 2.749
C -0.827 -3.684 2.203
H -0.943 -0.465 2.738
H -1.281 -1.353 1.349
H -0.232 -1.554 4.771
H 0.714 -3.617 5.739
H 0.693 -5.731 4.440
H -0.304 -5.755 2.172
H -1.263 -3.694 1.210

***

no.,E_tot (eV)
1,-175191.963
2,-112012.061
3,-98468.018
4,-285231.674